# 1
{
  "formula": "C26H54BClO9P2S3Si3",
  "method": "ωB97M-V with the def2-TZVPD basis set",
  "species": ["C", "H", "H", "H", "H", "H", "H", "C", "Cl", "C", "O", "H", "H", "C", "H", "H", "Si", "H", "H", "S", "H", "C", "H", "C", "O", "H", "C", "Si", "C", "H", "H", "H", "H", "C", "Si", "H", "H", "H", "H", "O", "C", "C", "C", "O", "P", "H", "H", "C", "O", "C", "H", "C", "C", "B", "C", "H", "S", "C", "C", "H", "H", "H", "C", "H", "H", "H", "H", "H", "H", "H", "O", "H", "H", "H", "C", "P", "S", "O", "H", "C", "H", "H", "H", "H", "H", "H", "H", "H", "C", "H", "O", "C", "C", "O", "H", "C", "H", "H", "H"],
  "coordinates": [[-4.243390, 5.854623, 1.335080], [5.495189, 4.066349, -0.695731], [-1.675929, -10.447831, 3.084617], [-7.097491, 1.071866, 2.676783], [-1.265252, -0.041198, -1.227058], [4.152973, -1.131093, -2.453007], [5.794589, -1.586050, 1.914483], [-1.806349, -9.381027, 2.898046], [1.837820, -3.108194, 0.927001], [-5.563941, 6.546228, 1.865572], [4.006240, -3.178600, -4.129184], [6.633863, 2.996674, 1.642515], [-3.244602, 6.416359, 1.220103], [0.482530, -6.426289, -0.005421], [2.431646, 2.786478, -1.947940], [2.856069, 5.388068, -0.513758], [1.980504, 0.425891, 1.460575], [1.034402, 4.961385, -0.141393], [0.322439, -0.395962, 3.771428], [-0.339709, -8.782418, 2.104527], [-3.996409, 1.102875, -1.835800], [0.306634, 3.662016, -2.325835], [-8.062707, 0.799762, 1.101973], [2.062228, 4.546846, -0.444783], [4.761638, -5.472511, -3.507010], [-2.277797, 1.435930, -3.330165], [-0.147168, 2.168966, -2.749038], [-5.799062, 1.710387, 0.491269], [5.549480, 3.107431, 2.064879], [-3.619119, -0.590389, -1.206359], [-3.285255, 1.496713, 1.065851], [-0.388787, 4.049445, -1.485333], [6.548829, -4.948312, -5.781871], [4.983825, -0.762329, 1.819838], [2.597026, 3.194730, 0.853663], [1.114856, -5.594498, -0.324144], [1.032687, -7.354017, -0.180815], [4.818565, -4.813344, -6.210008], [-5.990420, 2.547031, -1.873781], [1.834164, 1.715959, 0.323050], [5.556566, 4.450657, 2.966214], [-6.961927, 5.809370, 1.992685], [3.154436, -2.966628, -3.006221], [0.730746, -8.759234, 3.068976], [1.081384, 0.802516, 3.437778], [-4.121383, -0.150087, 1.059042], [2.212906, 3.636363, 2.198743], [1.855895, 3.795643, -1.894407], [5.142809, 3.144413, -0.583862], [-4.285727, 4.319065, 0.901479], [2.243595, -2.494761, -3.384504], [-4.080495, 0.861893, 0.494748], [3.798784, -2.052186, -1.982093], [4.560620, 3.157658, 0.769977], [-3.475273, 0.543485, -0.975998], [-2.656281, -9.221383, 2.234592], [5.253418, -4.199821, -3.970484], [-1.722821, 1.904860, -2.417397], [-6.624041, 1.778558, -1.274871], [-7.982979, 3.643162, 1.656351], [6.465862, 4.500572, 3.694309], [-1.941668, -8.849492, 3.839613], [3.773441, -0.239316, 1.672898], [-1.543576, 1.565793, -0.205377], [4.593307, 4.504245, 3.597309], [-6.676438, -0.398655, 1.610127], [-6.675432, 0.746252, -1.781859], [4.664669, -2.530321, -1.517343], [-0.410660, -6.456728, -0.635281], [3.089935, -1.797961, -1.190994], [-0.850985, -7.267133, 1.847534], [-5.536399, 7.663275, 2.169221], [2.053601, 0.931644, 4.511755], [0.988222, -6.323813, 2.100968], [0.104541, -6.283879, 1.457021], [0.833347, -1.284611, 0.564619], [-0.112682, 2.339987, 3.522725], [6.333119, -3.515052, -3.308163], [-2.248909, 2.928297, -2.235346], [-5.682807, 3.575713, 1.042332], [-7.931231, 6.328085, 2.355366], [-0.363302, -5.307915, 1.611783], [-0.900541, -0.236531, 1.410009], [5.630060, 5.402118, 2.313920], [5.838068, -3.339761, -6.090485], [-0.029742, 1.992300, -3.895125], [0.139484, 4.334362, -3.264575], [-3.345653, 3.788414, 0.516340], [-1.881818, 0.926220, -1.108702], [5.382946, 2.139858, 2.695226], [-0.205377, -9.448905, 0.835474], [-7.004823, 4.266826, 1.576081], [-7.030135, 0.695123, 1.594171], [-0.692757, -1.214941, 1.403648], [2.860949, -3.920309, -2.557197], [5.650150, -4.336635, -5.691744], [-7.650049, 2.276361, -1.109957], [0.433292, 1.328403, -2.209941], [2.364929, 4.476635, -2.683938]],
  "forces_ev_per_a": [[-3.2, -2.6, -0.1], [0.1, -1.3, -0.2], [0.1, 0.1, -0.1], [0.1, -0.6, -1.6], [-0.7, 1.7, 0.2], [-0.1, -0.1, 0.0], [-1.6, 2.2, -0.2], [-0.1, 0.1, 0.0], [-0.7, 1.0, 0.8], [-0.4, -2.7, -0.8], [0.8, -0.6, -0.5], [-1.8, 0.1, 0.7], [-2.0, -0.8, 0.4], [0.1, -0.3, -0.2], [-1.2, 1.7, 0.2], [-1.4, -1.3, 0.2], [2.3, 0.4, -1.7], [1.7, -0.2, -0.4], [1.0, 0.4, -0.3], [-0.4, 0.3, 0.0], [0.5, -0.7, 1.5], [0.1, -0.4, -0.5], [1.4, -0.4, 0.9], [-0.6, -0.6, -0.6], [0.3, 0.7, 0.1], [1.1, 0.7, 1.6], [-1.0, -0.4, -0.4], [-0.7, 0.2, -0.1], [1.7, 0.2, -0.1], [0.3, 2.0, 0.4], [-1.5, -1.0, -0.9], [1.2, -0.7, -1.3], [-0.1, 0.0, 0.2], [-6.6, 1.1, -0.8], [-1.2, 1.0, -1.8], [-0.1, 0.0, 0.1], [0.0, 0.1, 0.0], [0.1, 0.1, 0.1], [-1.1, -1.5, 0.7], [0.7, -1.1, 2.9], [-0.1, 0.1, 0.4], [3.4, -2.7, -1.6], [-0.5, 0.3, 0.9], [-0.3, 0.0, -0.7], [-0.8, 0.4, 2.4], [-0.1, 1.7, -0.8], [-0.3, -0.3, 0.3], [0.6, 0.9, -0.6], [-0.8, 1.7, 2.2], [-4.0, 2.9, 1.9], [0.2, -0.1, -0.3], [1.6, -0.6, -0.1], [0.3, 0.0, 0.1], [2.4, -1.2, -0.8], [0.7, -0.3, -0.1], [0.1, 0.0, 0.0], [-0.3, 0.3, -0.4], [0.3, -0.3, 0.0], [0.5, 0.7, 0.1], [2.0, 1.3, -0.2], [-1.7, -0.3, -1.3], [0.1, 0.0, -0.1], [6.4, -2.5, 0.7], [-0.4, -1.3, -1.2], [1.5, 0.1, -1.0], [-0.8, 1.5, -0.1], [-0.1, 1.8, 0.6], [-0.1, 0.0, 0.0], [0.1, 0.1, 0.1], [0.0, 0.0, -0.2], [-0.2, -1.0, 0.5], [0.1, -2.2, -0.6], [-0.3, -0.6, -0.9], [-0.1, -0.2, 0.0], [0.7, 0.7, -0.5], [-1.8, -0.5, -1.3], [-0.4, 0.2, -0.5], [-0.5, -0.5, -0.1], [0.8, -1.8, -0.1], [0.4, 2.8, 0.9], [2.1, -0.8, -0.7], [-0.2, -0.3, 0.2], [-0.1, -1.2, 0.1], [-0.2, -1.5, 1.0], [0.0, -0.1, 0.1], [0.1, 0.5, 2.0], [0.1, -1.1, 1.8], [-1.7, 0.9, 0.7], [-1.2, 0.8, -1.0], [0.0, 1.8, -1.0], [0.3, 0.3, 0.7], [3.4, 2.6, -0.2], [-0.2, 0.1, 0.3], [1.9, 0.9, -0.4], [0.1, 0.0, -0.1], [-0.1, 0.1, -0.1], [1.4, -1.0, -0.4], [-0.6, 1.6, -0.8], [-0.8, -1.2, 1.3]],
  "energy_ha": -4930.75960,
  "orbital_gap_ev": 7.6,
  "homo_energy_ev": -8.6,
  "charge": 0
}

# 2
{
  "formula": "C8H16Cl3FeGeNO12P2",
  "method": "ωB97M-V with the def2-TZVPD basis set",
  "species": ["O", "O", "O", "H", "C", "Cl", "H", "H", "H", "H", "H", "C", "Cl", "C", "P", "H", "C", "O", "O", "H", "Ge", "O", "H", "H", "O", "O", "N", "H", "C", "H", "C", "O", "P", "H", "H", "H", "C", "H", "O", "Cl", "O", "O", "C", "Fe"],
  "coordinates": [[0.854644, -1.609519, -3.191808], [-1.650711, 0.228580, 1.016579], [0.833813, 0.378498, -2.176180], [1.872125, -2.328736, -1.979852], [-1.264720, -0.719180, -2.591905], [0.785758, 4.991693, 0.522221], [-3.485374, 0.952515, -0.696677], [-3.684915, -0.614236, -1.488962], [-1.210946, 1.693498, -3.256671], [3.150499, 0.254741, 0.120256], [-1.104013, -0.247337, 1.703843], [-2.556346, -0.649411, 0.353219], [-2.514335, 4.384328, 1.614944], [3.404958, -2.108077, 2.254295], [1.536777, -2.194306, 0.144918], [2.070150, 1.479407, 3.503184], [-1.903752, 2.840191, -1.612887], [-2.601366, 3.808429, -1.781515], [2.434653, 0.615401, 3.241459], [4.068279, -1.473861, 2.841254], [-0.567637, 3.453295, 1.270789], [-0.948022, 2.715144, -0.714392], [4.001249, -2.846067, 1.716771], [-1.694696, -0.737621, -3.600536], [2.357005, -2.554365, -1.124090], [0.245613, -1.498262, -0.106366], [-1.811940, 0.365661, -1.775588], [2.724962, -2.626416, 2.928735], [2.645733, -1.223173, 1.279161], [-2.974087, 1.631288, -3.042585], [-2.012158, 1.607811, -2.520219], [3.603351, -0.503588, 0.518634], [1.513625, -0.025524, 2.106164], [0.611063, -3.515699, 1.536152], [-1.484149, -1.674463, -2.117958], [-2.068767, -1.608163, 0.165947], [0.271443, -0.640458, -2.684596], [-3.442671, -0.810619, 0.973383], [0.309464, -0.717027, 2.664780], [0.191952, 3.283580, 3.456479], [1.287419, -3.611012, 0.852678], [1.301681, 1.030915, 1.028712], [-2.972615, 0.020559, -0.946140], [-0.122981, 0.801592, -0.405637]],
  "forces_ev_per_a": [[0.0, -0.1, 0.0], [0.1, -0.1, 0.2], [-0.1, 0.1, 0.1], [0.2, 0.2, 0.2], [0.0, 0.0, 0.0], [0.0, 0.1, 0.0], [0.0, 0.0, 0.0], [0.0, 0.0, 0.0], [0.0, 0.0, 0.0], [0.0, 0.0, 0.0], [-0.1, 0.1, -0.1], [0.0, 0.0, 0.0], [0.0, 0.1, 0.0], [0.0, 0.0, 0.0], [-0.1, 0.1, 0.3], [0.0, 0.0, 0.0], [0.1, -0.1, 0.0], [0.0, 0.0, 0.0], [0.0, 0.0, 0.0], [0.0, 0.0, 0.0], [0.0, 0.1, 0.1], [0.0, 0.0, 0.2], [0.0, 0.0, 0.0], [0.0, 0.0, 0.0], [-0.1, -0.1, -0.4], [0.1, 0.0, -0.2], [0.0, 0.0, 0.0], [0.0, 0.0, 0.0], [0.0, -0.1, 0.0], [0.0, 0.0, 0.0], [0.0, 0.0, 0.0], [0.0, 0.0, -0.1], [-0.1, 0.0, 0.1], [0.0, 0.0, 0.1], [0.0, 0.0, 0.0], [0.0, 0.0, 0.0], [0.1, -0.2, 0.0], [0.0, 0.0, 0.0], [0.0, 0.0, -0.1], [0.0, 0.0, 0.0], [0.0, 0.0, 0.0], [-0.1, 0.2, 0.0], [0.0, 0.0, 0.0], [0.2, -0.3, -0.4]],
  "energy_ha": -6676.57717,
  "orbital_gap_ev": [7.6, 7.1],
  "homo_energy_ev": [-5.1, -5.7],
  "multiplicity": 6,
  "charge": -1
}

# 3
{
  "formula": "C24H43N2P3ReSSe",
  "method": "ωB97M-V with the def2-TZVPD basis set",
  "species": ["C", "C", "C", "H", "H", "C", "H", "C", "C", "H", "H", "H", "Re", "H", "C", "H", "H", "H", "H", "H", "H", "P", "C", "C", "C", "H", "H", "C", "C", "C", "H", "C", "C", "H", "C", "H", "S", "H", "H", "H", "P", "N", "H", "H", "H", "H", "H", "H", "C", "H", "H", "H", "C", "C", "H", "C", "H", "C", "H", "H", "H", "H", "P", "C", "Se", "H", "N", "H", "C", "H", "H", "H", "H", "C", "H"],
  "coordinates": [[2.904037, 0.786510, 3.506158], [1.983123, 2.382685, 1.932249], [2.934627, -2.556231, -0.013993], [1.147511, 5.352355, -4.378898], [0.059369, 1.489600, -2.000447], [2.443566, 3.409741, 2.755953], [1.615571, -3.095598, 3.186679], [2.599058, 2.427854, -5.383050], [3.446971, 1.816632, 4.273866], [-2.213602, -3.097391, -0.983455], [-2.056813, 0.211498, 4.129617], [-3.386361, -2.324009, -2.077222], [-0.043926, -0.334832, 0.114363], [-3.548757, 0.163082, -2.623840], [1.938717, 3.354006, -4.552905], [-3.473773, 0.851471, -0.982115], [-3.889709, 0.101239, 0.846047], [3.510212, 3.960669, 4.543116], [3.549579, 2.103986, -7.299107], [0.430438, -2.624029, 1.990869], [3.575567, -1.705942, 0.250014], [-1.667992, -0.411056, 1.808637], [1.673648, 4.644975, -5.022001], [2.081794, 5.028874, -6.307668], [-3.290057, 0.445564, 1.696926], [-2.375586, 1.449162, -2.252152], [-3.451337, -1.990886, -0.333063], [-2.878560, 0.563200, -1.852873], [0.387218, 1.382203, -0.959332], [3.024296, 2.820667, -6.669436], [-2.518229, -2.686771, 1.391954], [-2.778056, -2.178684, -1.175730], [-0.622102, 1.682433, 0.080998], [3.488730, -3.238766, -0.675034], [0.584341, -3.597351, -1.198106], [2.956620, -0.917419, -2.410704], [2.907567, -0.910140, 3.934539], [-1.420217, -2.628951, 2.804098], [1.514286, -1.495328, -3.288962], [1.869394, 6.039181, -6.669845], [1.414858, -1.978235, -0.876246], [1.287969, -2.424799, 2.499540], [1.403295, 1.749862, -0.792106], [3.096598, 4.409914, -8.121918], [-0.302032, 2.261338, 0.950098], [2.246348, 4.439318, 2.467533], [1.637656, 3.050197, -3.553469], [-0.419014, -0.236700, -3.507678], [1.775907, -1.153266, 2.630474], [-0.827717, 1.259955, 3.379668], [2.316691, 0.885803, -3.473908], [-1.951613, -1.082064, -3.827642], [2.765055, 4.115344, -7.125360], [2.228652, -1.736251, -2.493704], [-1.618949, 1.953249, -0.275192], [-1.181361, 0.226888, 3.466964], [-3.076953, -2.002620, 2.949367], [-2.220421, -2.099683, 2.269184], [1.524560, 2.630897, 0.982066], [2.771922, -2.652771, -2.782499], [-0.537182, -2.002212, -3.267786], [-0.391055, -0.376556, 3.925439], [-1.645119, -0.750514, -1.447843], [3.166070, 3.139315, 3.918079], [2.931550, 0.643190, -4.833092], [4.040096, 1.560517, 5.148241], [1.501185, -0.118841, 1.845386], [-3.130388, 1.527226, 1.612053], [2.141164, 1.051383, 2.344697], [-3.851955, 0.243647, 2.623666], [2.671258, -3.096843, 0.902493], [1.348860, -4.366270, -1.366776], [-0.024856, -3.892932, -0.336698], [-1.070865, -1.052343, -3.173928], [-0.061776, -3.538347, -2.079847]],
  "forces_ev_per_a": [[0.9, 0.7, 1.4], [0.3, 1.6, 0.0], [-0.1, -0.1, 0.4], [0.2, -0.2, -0.2], [0.2, -0.3, 0.3], [-0.9, -0.5, -1.8], [-0.3, -0.2, -0.1], [0.2, -0.9, 0.2], [-0.1, -1.3, -0.2], [-0.2, 0.1, 0.0], [0.2, 0.0, -0.2], [0.2, 0.1, 0.2], [1.4, -1.0, 1.7], [0.2, 0.1, 0.2], [-0.5, 1.3, 0.1], [0.1, 0.0, -0.2], [0.1, 0.1, 0.3], [0.0, -0.2, -0.1], [-0.1, 0.2, 0.0], [0.4, -0.1, 0.2], [-0.1, -0.2, -0.1], [-2.1, 1.4, 1.9], [0.0, -1.1, 1.1], [0.1, 0.1, -0.3], [0.0, 0.0, -0.3], [-0.1, -0.1, 0.0], [0.1, 0.0, -0.2], [0.2, 0.0, 0.3], [-0.9, 1.1, 0.5], [0.1, 0.8, -0.9], [0.0, 0.1, 0.4], [0.3, -0.1, 0.2], [0.3, 0.9, -0.4], [-0.2, 0.3, 0.2], [-0.2, 0.2, 0.3], [-0.1, -0.3, 0.1], [-0.2, 0.5, -0.4], [-0.3, 0.0, 0.0], [0.2, -0.1, 0.2], [0.1, -0.4, 0.1], [2.0, -2.0, -1.5], [0.2, 2.2, 0.3], [0.0, -0.3, -0.1], [-0.1, -0.1, 0.3], [-0.3, -0.1, -0.2], [0.1, -0.2, 0.0], [0.0, 0.2, -0.1], [-0.1, -0.1, 0.1], [0.4, -2.3, 0.8], [-0.1, -0.1, 0.0], [0.4, -0.1, -0.8], [0.2, 0.0, 0.1], [0.4, -1.0, -0.1], [0.0, 0.5, -0.6], [0.4, -0.1, 0.3], [0.3, 0.0, -0.2], [0.2, 0.0, -0.2], [0.5, -0.4, -0.4], [0.1, 0.0, 0.3], [-0.3, 0.3, 0.3], [-0.2, 0.2, -0.1], [-0.1, 0.1, 0.0], [-2.3, -0.4, -2.7], [0.4, -0.2, 0.7], [-0.5, 1.6, 0.2], [-0.1, 0.3, 0.0], [0.1, 2.1, -0.3], [-0.1, -0.2, 0.0], [-1.2, -2.3, -0.3], [0.2, 0.1, -0.4], [0.3, 0.1, -0.5], [-0.1, 0.2, 0.1], [0.0, -0.1, -0.1], [-0.1, -0.1, 0.2], [0.1, -0.1, 0.2]],
  "energy_ha": -4950.25589,
  "orbital_gap_ev": [6.5, 4.6],
  "homo_energy_ev": [-19.4, -19.4],
  "multiplicity": 4,
  "charge": 4
}

# 4
{
  "formula": "C2H4LiOSc",
  "method": "ωB97M-V with the def2-TZVPD basis set",
  "species": ["C", "Li", "H", "Sc", "C", "H", "O", "H", "H"],
  "coordinates": [[-0.517126, -0.249867, -0.016814], [1.864698, 0.276136, 1.616767], [-2.268348, -0.230348, -1.223153], [1.148068, -0.135934, -1.814820], [-1.272313, 0.175059, -1.057503], [-0.905335, -0.975203, 0.708519], [0.763234, 0.107975, 0.119819], [-0.992756, 1.064657, -1.642041], [2.179879, -0.032475, 3.309225]],
  "forces_ev_per_a": [[-1.5, -0.6, -0.1], [-0.3, 0.3, -0.4], [0.3, 0.1, 0.0], [-0.5, -0.2, -0.5], [0.5, 0.0, 0.2], [0.2, 0.1, -0.3], [1.3, 0.6, 0.2], [-0.1, 0.0, 0.1], [0.2, -0.2, 0.9]],
  "energy_ha": -921.35823,
  "orbital_gap_ev": [7.5, 9.0],
  "homo_energy_ev": [-17.0, -18.6],
  "charge": 2
}